{"formula": "C3H5N2", "method": "ωB97M-V/def2-TZVPD", "species": ["C", "C", "C", "N", "N", "H", "H", "H", "H", "H"], "coordinates": [[-1.371, 0.557, 0.287], [-2.124, -0.423, -0.090], [0.796, 0.511, 0.030], [-0.243, 1.131, 0.206], [1.413, -0.516, 0.246], [-2.612, -1.106, 0.580], [-3.008, -0.424, -0.734], [3.885, 0.699, -1.723], [3.763, -0.019, -1.486], [2.403, -0.616, 0.418]], "forces_ev_per_angstrom": [[1.17, -0.51, -1.88], [-2.52, 0.30, 0.92], [2.41, -5.59, 1.69], [-3.23, 2.74, 0.53], [0.19, 3.31, -1.44], [0.88, -0.74, 1.39], [0.76, 0.93, -1.26], [-0.14, -0.74, 0.28], [0.17, 0.73, -0.31], [0.31, -0.43, 0.07]], "e_above_lowest_kj_mol": 654.6, "e_tot_ha": -226.3431, "orbital_gap_ev": 9.41, "charge": 1, "spin_multiplicity": 1}

=====

{"formula": "C6H8KLiO6", "method": "ωB97M-V/def2-TZVPD", "species": ["O", "C", "C", "O", "C", "H", "H", "H", "H", "O", "Li", "C", "C", "O", "C", "O", "O", "H", "H", "H", "H", "K"], "coordinates": [[-1.011, 1.209, 2.961], [0.172, 1.495, 2.427], [-0.832, 0.533, 4.216], [1.148, 0.791, 3.022], [0.624, 0.060, 4.145], [-1.555, -0.287, 4.272], [-1.012, 1.251, 5.025], [0.715, -1.011, 3.928], [1.211, 0.318, 5.031], [0.281, 1.809, 1.235], [1.469, 1.346, -0.196], [-0.057, 0.991, -1.658], [0.284, 0.183, -2.863], [-0.292, -1.179, -2.786], [-0.237, -1.987, -3.857], [0.406, -1.631, -4.880], [-0.997, -2.995, -3.819], [-0.847, 0.481, -1.072], [-0.450, 1.972, -1.989], [1.363, 0.034, -3.019], [-0.105, 0.634, -3.790], [-0.278, -4.016, -6.333]], "forces_ev_per_angstrom": [[-0.26, 0.97, 0.80], [-0.27, -3.24, -4.30], [-0.06, 0.18, 0.15], [0.44, 0.73, 0.93], [0.12, 0.01, 0.10], [0.15, 0.24, -0.07], [0.03, -0.22, -0.13], [0.02, 0.28, 0.00], [-0.16, -0.12, -0.15], [0.20, 1.25, 3.00], [-0.87, 0.03, -0.37], [0.37, 0.29, 0.99], [0.20, -1.05, -1.29], [0.17, 0.61, 0.77], [-1.18, 0.42, -1.22], [0.61, -0.35, -0.21], [0.47, -0.64, 0.06], [0.20, 0.28, -0.27], [-0.07, -0.37, 0.26], [-0.21, -0.01, -0.09], [0.14, -0.17, 0.06], [-0.04, 0.87, 1.00]], "e_above_lowest_kj_mol": 174.9, "e_tot_ha": -1292.3171, "orbital_gap_ev": 4.71, "spin_multiplicity": 1}

=====

{"formula": "C5H12NO2", "method": "ωB97M-V/def2-TZVPD", "species": ["C", "O", "C", "C", "C", "C", "N", "H", "H", "H", "H", "H", "H", "H", "H", "H", "H", "H", "H", "O"], "coordinates": [[-1.918, 0.989, 0.145], [-2.814, 0.406, -0.751], [-0.904, -0.047, 0.935], [0.620, 0.223, 1.215], [1.693, -0.037, 0.208], [2.951, -0.342, 0.537], [1.185, -0.099, -1.078], [-2.572, 1.337, 0.934], [-1.243, 1.724, -0.219], [-1.238, -0.993, 0.545], [-1.180, 0.248, 2.011], [0.669, 1.328, 1.493], [0.833, -0.336, 2.110], [3.869, -0.586, -0.100], [3.378, -0.500, 1.521], [0.227, -0.281, -1.274], [1.880, -0.086, -1.806], [-1.892, -1.716, -2.470], [-2.104, -0.354, -1.504], [-1.439, -0.877, -2.450]], "forces_ev_per_angstrom": [[-0.20, -2.19, 0.76], [1.90, -0.91, -0.35], [-0.81, 2.49, 1.45], [-0.73, 1.35, -0.22], [-1.20, -1.31, -1.22], [3.07, -0.56, -0.19], [2.12, 1.01, 0.69], [0.23, 0.89, 0.46], [0.34, 1.36, -0.86], [0.34, -0.81, 0.53], [-0.50, -1.58, -1.23], [0.02, -1.18, -0.26], [0.35, -0.10, 0.45], [-1.97, 0.44, -0.20], [-0.98, 0.61, 0.60], [-0.85, -0.16, -0.51], [-0.51, -0.34, -0.21], [-0.01, -0.51, -0.18], [-0.30, 0.94, -0.86], [-0.32, 0.57, 1.36]], "e_above_lowest_kj_mol": 351.7, "e_tot_ha": -402.8955, "orbital_gap_ev": 7.90, "charge": -1, "spin_multiplicity": 1}

=====

{"formula": "C7H11F4NO2", "method": "ωB97M-V/def2-TZVPD", "species": ["C", "C", "C", "C", "C", "C", "C", "N", "O", "O", "F", "F", "F", "F", "H", "H", "H", "H", "H", "H", "H", "H", "H", "H", "H"], "coordinates": [[-2.027, -0.310, 4.547], [0.583, 1.692, 0.636], [1.279, -0.886, -1.378], [-0.393, 0.660, 1.164], [-0.161, -0.974, -0.797], [-0.836, -1.921, 1.429], [-3.590, -1.261, 1.324], [-0.027, -0.767, 0.699], [-2.542, -1.236, 4.994], [-1.484, 0.582, 4.127], [-0.462, -1.750, 2.698], [-4.045, -0.177, 1.936], [-4.419, -2.228, 1.721], [-3.824, -1.024, 0.014], [0.560, 1.469, -0.446], [0.165, 2.609, 0.889], [1.581, 1.558, 1.006], [1.742, -1.843, -1.539], [1.130, -0.254, -2.292], [1.957, -0.358, -0.799], [-1.384, 0.758, 0.760], [-0.656, 0.642, 2.202], [-0.663, -1.889, -0.920], [-0.826, -0.199, -0.909], [0.951, -1.088, 0.997]], "forces_ev_per_angstrom": [[-1.52, -3.02, 1.33], [-0.74, -2.56, -0.94], [-2.77, 0.43, -2.28], [0.19, -1.56, -0.47], [3.03, 0.08, 2.73], [-1.02, -0.23, -0.90], [0.77, -0.25, -0.30], [0.82, -1.22, 1.90], [-0.51, -0.56, 0.32], [1.86, 3.59, -1.45], [0.12, 0.29, 0.66], [0.11, 1.43, 0.96], [0.20, -0.79, -0.14], [0.20, -0.34, -0.52], [0.37, 0.98, 0.29], [-0.30, 1.95, 0.10], [0.48, 0.07, 0.32], [-0.21, -0.43, -0.53], [0.75, -1.01, 0.22], [0.97, 1.25, 1.49], [-0.45, 0.36, -0.75], [0.92, -0.10, 0.69], [-0.45, -1.29, -0.32], [-1.33, 1.83, -2.03], [-1.47, 1.10, -0.38]], "e_above_lowest_kj_mol": 433.4, "e_tot_ha": -877.8250, "orbital_gap_ev": [8.66, 7.21], "spin_multiplicity": 1}

=====

{"formula": "C31H37F6Ge2N2OPtS", "method": "ωB97M-V/def2-TZVPD", "species": ["Pt", "C", "Ge", "C", "C", "Ge", "C", "C", "C", "C", "C", "C", "C", "C", "C", "C", "C", "C", "H", "H", "H", "H", "H", "H", "H", "H", "H", "H", "H", "H", "H", "H", "H", "H", "H", "H", "H", "C", "C", "O", "C", "F", "F", "F", "C", "F", "F", "F", "H", "H", "H", "C", "C", "C", "C", "C", "C", "H", "H", "H", "H", "H", "H", "H", "H", "H", "N", "C", "S", "C", "C", "C", "N", "C", "C", "H", "H", "H", "H", "H", "H"], "coordinates": [[0.199, 1.045, 0.899], [4.854, -0.666, -1.927], [2.878, -0.518, -1.938], [2.116, -2.281, -2.383], [2.300, 0.770, -3.322], [2.380, 0.151, 0.390], [3.091, -1.283, 1.542], [2.335, -2.388, 1.923], [2.911, -3.419, 2.649], [4.253, -3.353, 3.002], [5.017, -2.257, 2.627], [4.439, -1.229, 1.895], [3.390, 1.772, 0.919], [3.429, 2.117, 2.271], [4.030, 3.298, 2.683], [4.590, 4.155, 1.744], [4.549, 3.827, 0.395], [3.949, 2.644, -0.012], [5.217, -0.968, -2.910], [5.160, -1.416, -1.197], [5.316, 0.285, -1.659], [2.457, -2.573, -3.377], [1.027, -2.243, -2.385], [2.438, -3.037, -1.667], [2.591, 0.388, -4.302], [2.762, 1.748, -3.185], [1.215, 0.880, -3.305], [1.282, -2.426, 1.669], [2.320, -4.279, 2.937], [4.705, -4.159, 3.568], [6.063, -2.204, 2.902], [5.036, -0.372, 1.604], [2.977, 1.449, 2.999], [4.057, 3.555, 3.735], [5.062, 5.075, 2.065], [4.982, 4.497, -0.338], [3.906, 2.400, -1.069], [-4.058, -0.091, 0.053], [-2.900, 0.865, 0.364], [-1.731, 0.165, 0.398], [-2.904, 1.980, -0.748], [-2.159, 1.592, -1.797], [-4.129, 2.263, -1.227], [-2.393, 3.163, -0.324], [-3.219, 1.555, 1.724], [-2.184, 2.292, 2.189], [-3.503, 0.653, 2.671], [-4.277, 2.392, 1.637], [-3.883, -0.527, -0.929], [-5.012, 0.432, 0.060], [-4.057, -0.884, 0.796], [-0.049, -1.917, 5.407], [0.301, -0.441, 5.182], [-0.724, 0.457, 5.887], [1.715, -0.156, 5.711], [0.275, -0.152, 3.741], [0.281, -0.021, 2.536], [-0.047, -2.142, 6.476], [0.680, -2.559, 4.912], [-1.038, -2.137, 5.005], [-0.712, 0.269, 6.964], [-1.726, 0.257, 5.507], [-0.499, 1.510, 5.714], [1.776, -0.405, 6.773], [1.967, 0.899, 5.588], [2.448, -0.753, 5.167], [0.025, 7.915, 0.248], [0.324, 7.110, -0.807], [0.596, 7.801, -2.304], [0.458, 5.686, -0.563], [0.508, 5.163, 0.738], [0.610, 3.808, 0.928], [0.647, 2.917, -0.083], [0.640, 3.413, -1.326], [0.555, 4.755, -1.601], [-0.146, 8.877, 0.001], [-0.597, 7.544, 0.954], [0.498, 5.816, 1.599], [0.679, 3.404, 1.930], [0.698, 2.681, -2.120], [0.540, 5.104, -2.623]], "forces_ev_per_angstrom": [[0.03, -0.79, 0.53], [-0.28, 0.06, 0.02], [0.04, -0.04, -0.01], [0.03, 0.26, 0.14], [0.06, -0.13, 0.23], [0.44, -0.10, 0.11], [-0.15, 0.15, -0.24], [-0.03, -0.01, -0.03], [0.02, 0.00, -0.04], [0.05, -0.02, 0.03], [0.03, -0.04, 0.02], [-0.09, 0.04, -0.03], [-0.17, -0.17, -0.08], [0.00, -0.12, 0.01], [0.00, 0.04, 0.02], [0.00, 0.01, 0.02], [0.03, 0.07, -0.03], [-0.06, -0.06, -0.02], [-0.03, 0.00, -0.01], [-0.01, 0.00, 0.00], [0.00, 0.00, -0.01], [0.01, 0.01, 0.00], [0.00, 0.00, 0.01], [0.01, 0.02, 0.02], [0.00, 0.00, -0.01], [0.00, 0.00, 0.00], [0.01, -0.03, -0.03], [0.01, -0.05, 0.02], [-0.03, 0.02, 0.01], [-0.01, 0.01, 0.01], [0.00, 0.00, 0.01], [0.04, -0.03, 0.03], [0.02, 0.04, 0.03], [0.01, -0.02, 0.00], [-0.01, 0.01, -0.01], [0.00, -0.01, 0.00], [0.04, 0.04, 0.00], [0.14, -0.02, 0.00], [-0.12, 0.33, -0.11], [0.46, 0.42, 0.08], [0.05, 0.04, -0.03], [-0.04, 0.01, 0.11], [0.10, -0.04, 0.10], [0.12, -0.14, -0.03], [0.06, 0.03, 0.00], [-0.01, -0.10, -0.08], [0.06, 0.06, -0.09], [0.12, -0.14, -0.02], [-0.04, 0.00, -0.01], [-0.04, -0.09, 0.01], [0.02, 0.00, -0.01], [0.01, 0.05, 0.03], [0.06, 0.08, -0.02], [0.02, -0.04, 0.02], [-0.06, -0.05, 0.05], [0.06, -0.37, -0.10], [-0.37, 0.39, -0.27], [0.01, -0.01, -0.01], [-0.01, -0.02, 0.00], [0.01, -0.03, -0.01], [0.00, 0.00, 0.00], [-0.01, 0.01, 0.02], [0.01, -0.01, 0.01], [0.01, 0.01, -0.01], [0.00, 0.00, -0.01], [0.02, 0.00, 0.01], [-0.42, -0.55, 0.02], [0.21, 2.00, -1.33], [-0.02, -0.53, 0.77], [0.08, -1.71, 0.59], [0.07, 0.56, -0.41], [0.18, -0.21, -0.11], [-0.80, 0.86, -0.04], [0.01, -0.69, 0.08], [-0.04, 0.73, -0.04], [0.04, 0.03, -0.02], [0.20, 0.03, 0.12], [0.03, -0.07, 0.05], [-0.08, -0.01, 0.01], [-0.10, 0.07, 0.00], [0.00, -0.03, -0.03]], "e_tot_ha": -6658.7110, "orbital_gap_ev": [6.77, 6.54], "s2": 0.755, "spin_multiplicity": 2}

=====

{"formula": "C5H10N2O2", "method": "ωB97M-V/def2-TZVPD", "species": ["C", "C", "C", "C", "C", "H", "H", "H", "H", "H", "H", "H", "H", "H", "H", "N", "N", "O", "O"], "coordinates": [[-1.701, 0.635, 1.010], [-1.516, 0.519, -0.480], [-0.979, -0.775, -0.792], [2.385, -0.549, 0.253], [0.800, 1.236, -0.447], [-2.652, 0.005, 1.458], [-1.787, 1.690, 1.207], [-0.805, 0.443, 1.731], [-2.514, 0.596, -0.999], [-1.849, -1.498, -0.585], [-0.968, -0.931, -1.881], [0.629, -1.961, -0.221], [2.485, -1.777, 0.129], [2.437, -0.051, 1.528], [3.453, -0.177, -0.566], [0.196, -0.972, -0.040], [1.198, -0.059, -0.413], [1.636, 2.105, -0.101], [-0.449, 1.522, -0.792]], "forces_ev_per_angstrom": [[-1.16, -0.57, 3.29], [0.17, 0.88, 1.26], [-2.39, -3.05, -1.83], [4.27, 1.06, -0.17], [3.46, 2.46, 2.14], [2.35, 1.72, -1.30], [-0.98, 0.53, 0.19], [-1.31, -0.43, -1.89], [1.41, 1.12, 0.10], [1.56, 0.53, 0.62], [0.96, 0.31, -0.16], [-1.34, 2.45, 0.25], [-0.59, 3.43, 0.75], [0.18, -1.87, -4.17], [-3.29, -0.80, 3.20], [0.35, -4.49, -0.11], [0.31, -1.95, -0.05], [-2.31, -1.42, -1.42], [-1.65, 0.09, -0.70]], "e_above_lowest_kj_mol": 555.2, "e_tot_ha": -456.3428, "orbital_gap_ev": 9.13, "spin_multiplicity": 1}

=====

{"formula": "C2H4CeF3NO4S", "method": "ωB97M-V/def2-TZVPD", "species": ["O", "C", "Ce", "H", "H", "H", "O", "H", "N", "S", "O", "O", "C", "F", "F", "F"], "coordinates": [[-2.057, 0.070, 1.439], [-3.298, -0.642, 1.412], [-1.050, 1.192, -0.388], [-3.122, -1.598, 0.905], [-3.646, -0.821, 2.437], [-4.040, -0.063, 0.850], [1.002, 1.754, 0.376], [-1.429, -0.174, 2.206], [1.158, 1.820, -1.069], [2.380, 0.922, -1.545], [2.332, 0.701, -2.996], [3.671, 1.307, -0.963], [2.107, -0.799, -0.801], [2.657, -0.924, 0.390], [2.566, -1.747, -1.597], [0.770, -0.999, -0.656]], "forces_ev_per_angstrom": [[2.13, 0.20, 1.57], [-0.52, -1.15, 0.28], [5.03, 1.27, -0.33], [-0.24, 0.12, 0.21], [-0.04, 0.13, -0.39], [0.24, 0.05, 0.25], [-2.67, -0.58, -0.89], [-1.66, 0.22, -1.39], [-2.59, -0.15, 0.70], [4.60, -0.76, -1.79], [-0.83, 0.54, 2.40], [-2.72, -0.55, -0.69], [1.38, 0.53, -0.22], [-0.18, 0.01, 0.00], [-0.22, 0.27, 0.12], [-1.72, -0.15, 0.16]], "e_above_lowest_kj_mol": 0.0, "e_tot_ha": -1606.8686, "orbital_gap_ev": [7.03, 7.10], "charge": 1, "s2": 0.754, "spin_multiplicity": 2}